# 1
Formula: C20H24N3PS2W
Source: the Open Molecules 2025 dataset
Level of theory: wB97M-V/def2-TZVPD

As for the total energy: -58372.77157 eV. The calculation puts the energy above the lowest of the compared OMol25 structures with the same formula, charge and spin at 46.9 kJ/mol. The orbital gap (alpha / beta) comes out at 8.2 / 7.3 eV. Its total charge is +2. As for the expectation value of S²: 2.02. As for the spin multiplicity: 3.

XYZ file:
```
51
Properties=species:S:1:pos:R:3:lowdin_charge:R:1
W 1.041 0.339 -0.866 1.274
C 2.780 1.891 -0.283 -0.127
C 3.331 0.844 -1.056 -0.151
C 2.731 0.908 -2.348 -0.197
C 1.794 1.966 -2.340 -0.218
C 1.799 2.563 -1.045 -0.158
H 3.024 2.103 0.745 0.136
H 4.098 0.153 -0.744 0.136
H 2.961 0.272 -3.188 0.128
H 1.221 2.305 -3.186 0.106
H 1.227 3.424 -0.737 0.132
S 1.405 -1.896 -1.888 0.690
C 0.156 -2.271 -0.742 -1.101
N -0.312 -1.206 -0.138 -0.229
C -1.250 -1.520 0.852 -0.311
C -1.966 -0.637 1.653 -0.028
C -2.871 -1.169 2.552 -0.040
C -3.068 -2.552 2.651 -0.043
C -2.369 -3.433 1.850 -0.051
C -1.454 -2.899 0.947 -0.429
S -0.466 -3.764 -0.208 1.146
H -1.827 0.432 1.574 0.105
H -3.444 -0.509 3.188 0.120
H -3.786 -2.938 3.360 0.123
H -2.534 -4.500 1.920 0.125
C -2.427 -0.327 -2.025 -0.217
P -0.981 0.695 -2.382 0.750
C -0.631 0.337 -4.123 -0.223
C -1.620 2.390 -2.326 -0.224
H -3.203 -0.072 -2.749 0.075
H -2.804 -0.140 -1.021 0.050
H -2.188 -1.385 -2.127 0.059
H -1.481 0.641 -4.735 0.072
H -0.473 -0.736 -4.235 0.051
H 0.260 0.851 -4.478 0.046
H -2.459 2.484 -3.016 0.070
H -0.860 3.118 -2.608 0.047
H -1.967 2.621 -1.318 0.058
N 2.379 -1.611 1.491 0.183
C 1.794 -0.551 2.084 -0.343
C 1.790 -0.449 3.495 0.021
C 1.198 0.618 4.098 -0.010
C 0.588 1.614 3.309 -0.034
C 0.615 1.459 1.961 -0.157
N 1.209 0.398 1.331 -0.071
H 2.853 -2.293 2.058 0.130
H 2.457 -1.706 0.490 0.035
H 2.268 -1.229 4.073 0.130
H 1.198 0.700 5.176 0.131
H 0.108 2.476 3.747 0.124
H 0.157 2.190 1.307 0.108
```

=====

# 2
Formula: C4H4N2O2
Source: the Open Molecules 2025 dataset
Level of theory: wB97M-V/def2-TZVPD

As for the total energy: -11286.15269 eV. The calculation puts the energy above the lowest of the compared OMol25 structures with the same formula, charge and spin at 230.3 kJ/mol. The orbital gap comes out at 9.4 eV. The structure (SMILES) is Oc1cnncc1O.

XYZ file:
```
12
Properties=species:S:1:pos:R:3:lowdin_charge:R:1
C -0.322 0.006 0.736 -0.259
C 0.169 1.290 0.922 -0.066
C 0.467 0.296 -1.520 -0.110
C 0.011 -0.587 -0.543 -0.234
H -1.462 -1.364 1.468 0.132
H -0.007 1.838 1.886 0.136
H 0.543 -0.079 -2.535 0.123
H -0.134 -2.299 0.006 0.108
N 0.837 1.958 -0.052 0.002
N 0.942 1.470 -1.285 0.008
O -0.870 -0.645 1.775 0.071
O -0.174 -1.882 -0.858 0.090
```

=====

# 3
Formula: C28H31B3Br72N2O5S
Source: the Open Molecules 2025 dataset
Level of theory: wB97M-V/def2-TZVPD

As for the total energy: -5098680.70374 eV. The orbital gap comes out at 9.5 eV.

XYZ file:
```
142
Properties=species:S:1:pos:R:3:lowdin_charge:R:1
N -2.640 -7.115 2.361 0.184
C -1.766 -6.494 1.944 -0.416
O -0.866 -5.610 1.594 0.251
B -0.599 -5.600 0.224 -0.744
O 0.559 -5.036 -0.268 0.284
B 0.125 -3.924 -0.996 -0.894
S 0.747 -2.317 -0.495 0.915
O -0.814 -4.136 -1.994 0.265
B -1.793 -5.046 -1.615 -0.511
C -3.267 -4.938 -2.134 -0.111
C -4.253 -5.122 -0.975 -0.129
C -4.197 -3.957 -0.005 -0.477
N -4.553 -2.653 -0.441 0.128
O -3.860 -4.127 1.142 0.112
O -1.508 -6.064 -0.695 0.302
H 0.032 -1.387 -1.157 -0.200
H -3.391 -5.761 -2.846 0.053
H -3.445 -4.016 -2.693 0.027
H -4.093 -6.047 -0.426 0.120
H -5.270 -5.178 -1.384 0.098
H -4.552 -2.605 -1.455 0.014
H -5.489 -2.408 -0.132 0.100
C -2.824 -0.013 0.143 -1.616
Br -4.591 0.738 0.200 0.589
Br -2.106 0.008 -1.650 0.606
Br -1.632 0.856 1.373 0.553
H -2.905 -1.050 0.443 -0.054
C 4.572 -1.862 -0.567 -1.629
Br 4.683 0.003 -0.094 0.605
Br 5.644 -2.268 -2.114 0.592
Br 4.996 -3.003 0.919 0.578
H 3.542 -2.053 -0.834 -0.094
C -2.871 5.201 1.347 -1.622
Br -3.022 4.214 2.992 0.540
Br -1.897 4.208 0.018 0.553
Br -4.592 5.769 0.699 0.567
H -2.300 6.093 1.559 -0.028
C -5.446 -4.070 -5.627 -1.591
Br -5.569 -3.181 -3.920 0.688
Br -3.792 -5.047 -5.808 0.597
Br -6.973 -5.185 -5.961 0.591
H -5.441 -3.307 -6.387 -0.118
C -3.326 6.140 7.103 -1.635
Br -4.118 7.864 6.793 0.547
Br -4.560 4.709 6.732 0.569
Br -1.679 5.923 6.139 0.527
H -3.087 6.089 8.156 -0.134
C -3.612 5.904 11.588 -1.606
Br -3.379 7.176 13.015 0.575
Br -5.043 6.412 10.407 0.606
Br -1.970 5.598 10.625 0.589
H -3.891 4.965 12.043 -0.028
C -5.292 -8.581 -5.012 -1.632
Br -5.471 -7.685 -3.321 0.601
Br -3.589 -9.461 -5.151 0.564
Br -6.760 -9.781 -5.341 0.585
H -5.325 -7.819 -5.780 -0.092
C 1.226 2.636 6.858 -1.635
Br 0.488 1.665 5.369 0.564
Br 1.836 4.386 6.341 0.558
Br -0.014 2.728 8.330 0.555
H 2.089 2.085 7.201 -0.032
C 7.158 -0.023 -5.082 -1.642
Br 7.371 1.161 -3.582 0.540
Br 5.769 0.577 -6.275 0.573
Br 8.825 -0.305 -6.005 0.535
H 6.846 -0.980 -4.690 -0.068
C -1.328 10.534 8.792 -1.625
Br -1.471 9.521 10.423 0.562
Br -0.373 9.555 7.439 0.567
Br -3.043 11.132 8.156 0.545
H -0.751 11.419 9.016 -0.032
C -5.444 10.387 4.085 -1.607
Br -6.145 9.410 2.577 0.607
Br -4.916 12.167 3.592 0.571
Br -6.671 10.418 5.568 0.523
H -4.557 9.860 4.410 -0.058
C 13.000 -1.193 -5.971 -1.595
Br 11.656 -1.273 -7.345 0.551
Br 12.253 -1.455 -4.219 0.595
Br 14.426 -2.441 -6.314 0.625
H 13.427 -0.201 -5.996 -0.024
C 12.653 -5.479 -4.860 -1.673
Br 11.308 -5.554 -6.234 0.563
Br 11.889 -5.680 -3.106 0.567
Br 14.065 -6.747 -5.176 0.571
H 13.096 -4.494 -4.904 -0.122
C -4.315 15.002 0.159 -1.645
Br -4.513 15.877 1.862 0.561
Br -2.611 14.120 0.012 0.569
Br -5.773 13.792 -0.183 0.552
H -4.347 15.769 -0.601 -0.032
C 18.500 -2.069 -5.831 -1.662
Br 18.632 -0.237 -5.256 0.565
Br 19.574 -2.401 -7.393 0.571
Br 18.915 -3.293 -4.406 0.570
H 17.471 -2.243 -6.110 -0.090
C -9.736 10.568 2.270 -1.656
Br -10.347 9.661 0.686 0.578
Br -9.098 12.341 1.881 0.549
Br -11.077 10.583 3.649 0.560
H -8.895 10.009 2.654 -0.106
C 3.550 -3.156 5.256 -1.634
Br 5.103 -4.175 5.769 0.595
Br 4.014 -1.345 4.796 0.563
Br 2.575 -4.019 3.844 0.575
H 2.899 -3.111 6.116 -0.029
C -5.230 -4.719 -9.963 -1.601
Br -5.346 -6.369 -8.969 0.555
Br -6.864 -4.327 -10.896 0.588
Br -4.683 -3.240 -8.852 0.627
H -4.461 -4.853 -10.711 -0.108
C -8.454 13.984 7.399 -1.629
Br -6.907 12.944 7.882 0.532
Br -7.985 15.812 7.022 0.576
Br -9.407 13.182 5.936 0.545
H -9.116 13.994 8.253 -0.030
C 8.283 -3.736 8.007 -1.666
Br 8.410 -1.860 8.412 0.568
Br 9.337 -4.201 6.464 0.561
Br 8.731 -4.826 9.528 0.572
H 7.250 -3.938 7.763 -0.095
C 7.238 2.686 0.861 -1.660
Br 7.806 2.991 2.674 0.577
Br 6.046 4.064 0.242 0.567
Br 8.735 2.456 -0.325 0.558
H 6.685 1.758 0.852 -0.106
C -1.114 -10.171 -0.365 -1.590
Br -0.636 -9.122 1.179 0.731
Br -2.609 -9.423 -1.329 0.548
Br 0.388 -10.466 -1.535 0.579
H -1.426 -11.138 0.003 -0.034
C -2.991 -4.451 -13.882 -1.633
Br -3.115 -6.098 -12.889 0.601
Br -4.625 -4.056 -14.816 0.578
Br -2.436 -2.986 -12.764 0.580
H -2.224 -4.591 -14.629 -0.032
C -3.223 -13.858 -4.020 -1.630
Br -2.971 -12.493 -2.686 0.541
Br -4.662 -13.416 -5.218 0.560
Br -1.591 -14.225 -4.972 0.575
H -3.504 -14.765 -3.505 -0.031
```

=====

# 4
Formula: C7H14N2
Source: the Open Molecules 2025 dataset
Level of theory: wB97M-V/def2-TZVPD

As for the total energy: -10464.88742 eV. The calculation puts the energy above the lowest of the compared OMol25 structures with the same formula, charge and spin at 142.7 kJ/mol. The orbital gap comes out at 10.0 eV. The structure (SMILES) is [H]/N=C(\C)C(=C)C.[H]/N=C/C.

XYZ file:
```
23
Properties=species:S:1:pos:R:3:lowdin_charge:R:1
C 2.248 0.344 1.461 -0.048
C -1.096 1.766 -0.141 -0.073
C 1.240 0.875 0.463 -0.378
C -0.216 0.992 0.803 -0.316
C -0.758 0.391 1.875 0.057
N 1.669 1.223 -0.710 0.126
H 2.684 1.089 -0.782 0.055
H 3.021 1.103 1.617 0.085
H 1.824 0.097 2.433 0.056
H 2.719 -0.553 1.045 0.083
H -0.624 1.971 -1.105 0.061
H -2.017 1.212 -0.355 0.078
H -1.369 2.728 0.306 0.082
H -1.826 0.479 2.065 0.076
H -0.208 -0.219 2.579 0.053
C -0.812 -1.260 -2.315 -0.097
C -0.777 -1.923 -0.977 -0.315
N -1.857 -2.154 -0.309 0.069
H -1.625 -2.620 0.575 0.037
H 0.207 -2.237 -0.590 0.104
H -0.567 -2.000 -3.081 0.073
H -0.059 -0.470 -2.343 0.056
H -1.799 -0.835 -2.514 0.076
```

=====

# 5
Formula: C4H7NS2
Source: the Open Molecules 2025 dataset
Level of theory: wB97M-V/def2-TZVPD

As for the total energy: -27420.08434 eV. The calculation puts the energy above the lowest of the compared OMol25 structures with the same formula, charge and spin at 169.9 kJ/mol. The orbital gap comes out at 8.9 eV.

XYZ file:
```
14
Properties=species:S:1:pos:R:3:lowdin_charge:R:1
C 1.385 -0.368 0.237 -0.742
C -1.162 0.405 -0.200 -0.262
C -0.841 -1.098 -0.266 -0.191
C -0.046 1.096 0.507 -0.571
N 0.582 -1.322 -0.202 -0.047
S 2.971 -0.034 0.266 0.646
S 0.575 2.534 -0.307 0.711
H -1.241 0.638 -1.201 0.072
H -2.130 0.365 0.219 0.100
H -1.199 -1.582 0.680 0.127
H -1.321 -1.618 -1.117 0.129
H -0.186 1.217 1.641 0.104
H 0.791 -2.292 -0.061 0.140
H 1.821 2.059 -0.196 -0.215
```

=====

# 6
Formula: C3H9N
Source: the Open Molecules 2025 dataset
Level of theory: wB97M-V/def2-TZVPD

As for the total energy: -4741.06539 eV. The calculation puts the energy above the lowest of the compared OMol25 structures with the same formula, charge and spin at 583.1 kJ/mol. The orbital gap comes out at 6.5 eV.

XYZ file:
```
13
Properties=species:S:1:pos:R:3:lowdin_charge:R:1
C -0.747 -1.050 -0.460 -0.137
C 0.612 -0.999 0.010 -0.189
C 0.920 -0.083 1.046 -0.002
N -0.542 1.685 -0.463 -0.190
H -0.693 -1.067 -1.570 0.091
H -0.973 0.104 -0.449 0.026
H -1.503 -1.751 -0.141 0.090
H 1.348 -1.763 -0.220 0.128
H 0.925 0.439 -0.108 0.175
H 1.884 -0.219 1.516 0.095
H 0.110 0.307 1.638 0.093
H 0.139 2.374 -0.185 -0.095
H -1.480 2.022 -0.614 -0.084
```